{"formula": "C24H18Cl2NO3PSe2W", "method": "wB97M-V/def2-TZVPD", "species": ["W", "Se", "P", "Se", "C", "C", "C", "C", "C", "C", "C", "C", "C", "C", "C", "C", "H", "H", "H", "H", "H", "H", "H", "H", "H", "H", "Cl", "C", "C", "C", "Cl", "C", "O", "C", "C", "O", "C", "H", "H", "H", "O", "N", "C", "C", "C", "C", "C", "H", "H", "H", "H", "H"], "positions_angstrom": [[0.446087, 0.510561, 0.128859], [0.863013, -0.508307, -2.506872], [0.593278, -2.673439, -2.480601], [1.850142, -1.465881, 0.170345], [1.188606, -3.385735, -4.010348], [0.298407, -3.781371, -5.013143], [0.794649, -4.304814, -6.194164], [2.166440, -4.441910, -6.373752], [3.050371, -4.053509, -5.377133], [2.565130, -3.523760, -4.193027], [-1.066284, -3.226185, -2.171105], [-2.103663, -2.339301, -1.892638], [-3.363969, -2.842246, -1.607964], [-3.583596, -4.213615, -1.595150], [-2.544659, -5.096185, -1.868105], [-1.280600, -4.610043, -2.150007], [-0.769138, -3.677090, -4.869733], [0.111208, -4.604970, -6.976860], [2.548003, -4.856121, -7.297602], [4.116093, -4.167464, -5.521175], [3.249162, -3.219428, -3.409868], [-1.940262, -1.271780, -1.917061], [-4.178334, -2.159600, -1.404769], [-4.570240, -4.598291, -1.373523], [-2.718933, -6.163613, -1.857151], [-0.468430, -5.296591, -2.356115], [-5.096173, 4.847950, 0.015671], [-3.958567, 3.554261, -0.151048], [-3.718881, 3.029825, -1.422717], [-2.819666, 1.988948, -1.556860], [-2.532641, 1.289399, -3.114774], [-2.159417, 1.467795, -0.455622], [-1.323843, 0.394498, -0.610392], [-2.365521, 2.030055, 0.813872], [-1.613274, 1.570733, 1.913240], [-0.566905, 0.743735, 1.738009], [-3.303648, 3.072404, 0.955052], [-4.232328, 3.423495, -2.287520], [-1.831384, 1.831634, 2.939330], [-3.486057, 3.503451, 1.930302], [0.984763, 1.857243, -0.715699], [2.075545, 1.230763, 1.590985], [3.305123, 1.418252, 1.077635], [4.322187, 2.014214, 1.787971], [4.077134, 2.441840, 3.085228], [2.814277, 2.252582, 3.615500], [1.842978, 1.647612, 2.839096], [3.461436, 1.081544, 0.063165], [5.289441, 2.139167, 1.323403], [4.857489, 2.910970, 3.669027], [2.568758, 2.566331, 4.619618], [0.852371, 1.468614, 3.226264]], "forces_ev_per_angstrom": [[-0.1, -0.7, -0.2], [0.1, -0.2, -0.1], [0.1, 0.3, 0.0], [0.1, -0.1, 0.1], [-0.1, 0.1, 0.0], [0.0, -0.1, 0.0], [0.0, 0.0, 0.0], [0.0, 0.0, 0.0], [0.0, 0.0, 0.0], [0.0, 0.0, 0.0], [0.0, -0.1, 0.0], [-0.1, -0.1, 0.0], [0.0, 0.0, 0.0], [0.0, 0.1, 0.0], [0.1, 0.0, 0.0], [-0.1, 0.0, 0.0], [0.0, 0.0, 0.0], [0.0, 0.0, 0.0], [0.0, 0.0, 0.0], [0.0, 0.0, 0.0], [0.0, 0.0, 0.0], [0.0, 0.0, 0.0], [0.0, 0.0, 0.0], [0.0, 0.0, 0.0], [0.0, 0.0, 0.0], [0.0, 0.0, 0.0], [0.0, 0.0, 0.0], [0.0, 0.0, 0.0], [0.0, 0.0, 0.0], [-0.1, -0.1, -0.2], [0.0, 0.1, 0.1], [0.2, -0.4, -0.2], [-0.3, 0.4, 0.0], [0.1, 0.0, 0.4], [-0.1, -0.2, 0.0], [0.1, 0.5, 0.3], [-0.1, 0.1, 0.0], [0.0, 0.0, 0.0], [0.0, 0.1, 0.0], [0.0, 0.0, 0.0], [0.4, 0.6, -0.2], [0.0, 0.0, 0.0], [0.0, 0.0, -0.1], [0.0, 0.0, 0.0], [0.0, 0.0, 0.0], [0.0, 0.0, 0.0], [0.0, -0.1, 0.1], [0.0, 0.0, 0.0], [0.0, 0.0, 0.0], [0.0, 0.0, 0.0], [0.0, 0.0, 0.0], [0.0, 0.0, 0.0]], "s_squared": 3.799, "molar_mass_da": 812.1, "homo_energy_ev": [-9.667, -11.228], "gap_ev": [5.9, 5.9], "max_force_ev_per_a": 0.76, "energy_ev": -199659.398, "multiplicity": 4, "charge": 1}